Model one:
An isolated molecule of C9H12O3. Source: the OMol25 dataset; level of theory: wB97M-V/def2-TZVPD.

Geometry as ORCA input:
```
! wB97M-V def2-TZVPD RIJCOSX def2/J DEFGRID3
* xyz 0 1
C 0.0304 0.3958 -0.4957
C 1.1287 -1.8429 -1.1783
C 0.8924 -0.0249 -2.7045
C -0.6346 1.2123 0.2828
C 0.4809 -0.9765 -0.1127
C -0.7287 0.8123 1.7124
C -1.2232 2.4484 -0.1680
C -0.7262 -1.7931 0.3328
C 1.7955 -0.9965 0.8175
O 1.2800 0.3229 -3.7798
O 0.1439 0.6510 -1.8695
O 1.3157 -1.2157 -2.2842
H 0.1122 0.3305 2.0578
H -1.4831 0.0966 1.7986
H -1.0310 1.5018 2.4338
H -2.3266 2.4007 -0.0852
H -1.0270 2.5955 -1.3337
H -0.9525 3.3905 0.4111
H -0.5253 -2.8858 0.1080
H -1.6676 -1.4649 -0.2716
H -1.0140 -1.8012 1.4450
H 1.5649 -1.6819 1.6345
H 2.0372 -0.0286 1.1226
H 2.5580 -1.4462 0.1262
*
```

Calculated values
E_LUMO = 0.354 eV
HOMO = -9.1 eV



Model two:
A structure of composition C9H12O3. Source: the OMol25 dataset; level of theory: wB97M-V/def2-TZVPD.

Geometry as ORCA input:
```
! wB97M-V def2-TZVPD RIJCOSX def2/J DEFGRID3
* xyz 0 1
C 1.1504 1.7097 -0.5653
C 1.6546 0.5215 -0.1592
C -0.1246 2.0887 0.0971
C -0.3484 -1.2827 0.0513
C -0.5314 1.1312 1.1771
C -1.5581 -0.3935 -0.3251
C 0.7431 -0.3429 0.7713
C 2.9466 0.0914 -0.8008
C -2.8832 -1.1828 -0.3453
O -0.7429 3.0807 -0.1691
O -1.7669 0.5609 0.6796
O 1.2328 -0.8982 1.8907
H 1.6890 2.2704 -1.3673
H -0.4859 -2.0793 0.6552
H 0.1527 -1.6324 -0.8412
H -0.8119 1.6345 2.0558
H -1.2052 0.0827 -1.3410
H 2.6261 -0.6375 -1.5718
H 3.5808 -0.4130 -0.1042
H 3.4452 0.9029 -1.2299
H -2.8800 -1.5803 0.6379
H -3.0052 -1.7933 -1.2123
H -3.5299 -0.3754 -0.3327
H 0.6525 -1.4633 2.3492
*
```

Calculated values
E_LUMO = 0.512 eV
HOMO = -8.4 eV



In terms of stability, model two leads; the second structure lies 121.2 kJ/mol higher.



Model one:
A cluster of 2 separate species, C5H14S in total. Source: the OMol25 dataset; level of theory: wB97M-V/def2-TZVPD.

Geometry as ORCA input:
```
! wB97M-V def2-TZVPD RIJCOSX def2/J DEFGRID3
* xyz 0 1
C 2.0225 0.5081 -0.7054
C 0.9607 1.5317 -0.4456
S -0.7392 1.1419 -0.9256
C -0.4830 0.0758 -2.3639
H 2.2799 0.4082 -1.7573
H 1.6888 -0.4695 -0.3281
H 2.8975 0.6643 -0.0704
H 0.9349 1.7753 0.6286
H 1.1688 2.5323 -0.8489
H -0.2991 0.6330 -3.2835
H 0.3208 -0.6441 -2.2299
H -1.3839 -0.5105 -2.5468
C -0.5018 -0.8088 2.1887
C -1.8766 -1.1569 1.5525
H -0.3872 -1.3855 3.1002
H 0.3315 -0.9650 1.5022
H -0.4345 0.2525 2.4416
H -2.2598 -2.1505 1.7641
H -1.7494 -1.1183 0.4693
H -2.4908 -0.3141 1.8583
*
```

Calculated values
E_LUMO = 0.950 eV
SMILES = CCSC.CC
HOMO = -8.4 eV



Model two:
A cluster of 2 separate species, C5H14S in total. Source: the OMol25 dataset; level of theory: wB97M-V/def2-TZVPD.

Geometry as ORCA input:
```
! wB97M-V def2-TZVPD RIJCOSX def2/J DEFGRID3
* xyz 0 1
C 0.0539 3.2022 -0.1884
C 0.0711 1.7197 -0.6076
C -0.1319 1.4598 -2.1039
H 0.5624 3.3127 0.7604
H 0.6606 3.6832 -0.9653
H -0.9295 3.5977 -0.2763
H 1.0099 1.2505 -0.2978
H -0.6908 1.1514 -0.0633
H -0.0875 0.3944 -2.3199
H 0.6874 1.9254 -2.6486
H -1.1115 1.8344 -2.3992
C 0.2388 -2.6762 2.5693
S 1.0358 -2.0046 1.0846
C -0.2418 -2.5212 -0.0870
H -0.7882 -2.3285 2.6263
H 0.2811 -3.7505 2.5099
H 0.7616 -2.3365 3.4563
H -1.2041 -2.0608 0.1155
H -0.2894 -3.6104 -0.0852
H 0.1120 -2.2426 -1.0798
*
```

Calculated values
E_LUMO = 1.012 eV
SMILES = CCC.CSC
HOMO = -8.5 eV



Model three:
A cluster of 2 separate species, C5H14S in total. Source: the OMol25 dataset; level of theory: wB97M-V/def2-TZVPD.

Geometry as ORCA input:
```
! wB97M-V def2-TZVPD RIJCOSX def2/J DEFGRID3
* xyz 0 1
C 0.8454 -1.4862 2.9183
C -0.1291 -1.8172 1.7864
C 0.5788 -2.1139 0.4617
H 1.4812 -2.3505 3.1166
H 0.3056 -1.2116 3.8219
H 1.4978 -0.6577 2.6344
H -0.7362 -2.6667 2.1024
H -0.7940 -0.9719 1.6010
H 1.2426 -1.2839 0.2087
H 1.2293 -2.9889 0.5433
H -0.1298 -2.2595 -0.3525
C -1.4389 1.1458 -0.3857
S 0.1479 1.7044 -1.0245
C -0.0394 1.1792 -2.7329
H -1.5190 0.0701 -0.5321
H -1.4740 1.3837 0.6746
H -2.2639 1.6639 -0.8729
H -0.2460 0.1084 -2.7643
H 0.9082 1.3398 -3.2342
H -0.8230 1.7193 -3.2583
*
```

Calculated values
E_LUMO = 0.997 eV
SMILES = CCC.CSC
HOMO = -8.5 eV



In terms of stability, model three leads; the second structure lies 19.2 kJ/mol higher.



Model one:
A structure of composition C20H12Cl2LuN3O9S. Source: the OMol25 dataset; level of theory: wB97M-V/def2-TZVPD.

Geometry as ORCA input:
```
! wB97M-V def2-TZVPD RIJCOSX def2/J DEFGRID3
* xyz -2 1
Lu -0.1501 0.2279 0.7476
O 2.9428 -3.1833 -3.8595
C 2.2911 -2.5132 -2.8363
C 2.5431 -2.8354 -1.5134
C 1.9002 -2.0000 -0.5851
N 1.0346 -1.0613 -0.8795
C 0.8983 -0.7343 -2.1658
C 1.4745 -1.4411 -3.1813
C 0.1468 0.6283 -2.3038
O -0.3210 0.9903 -3.3788
O 0.0826 1.2161 -1.1591
C 2.0688 -2.1267 0.9721
O 2.5060 -3.2302 1.3256
O 1.6197 -1.1311 1.5665
H 3.3022 -4.0342 -3.5145
H 3.3012 -3.5140 -1.1815
H 1.3469 -1.1371 -4.2315
O -0.4499 2.1760 4.6490
C -0.1765 1.8613 3.4821
O -0.7670 0.9678 2.7426
C 1.0092 2.5041 2.7873
C 1.7626 3.5265 3.4225
C 2.7480 4.1236 2.7079
C 3.1198 3.6397 1.4204
C 2.3195 2.6405 0.8698
N 1.3480 2.0948 1.5971
H 1.4789 3.8666 4.3818
H 3.3323 4.9857 3.1046
H 3.9046 4.1463 0.8438
H 2.3709 2.1698 -0.1073
S -1.7898 3.1565 0.1002
C -2.6941 1.9541 -0.6217
C -3.6012 2.2950 -1.6261
C -4.2912 1.3058 -2.2758
C -4.1169 -0.0478 -1.9205
C -3.2485 -0.3182 -0.8419
N -2.5375 0.6532 -0.2946
H -3.7931 3.3587 -1.8686
H -5.0172 1.5732 -3.0177
H -4.7953 -0.8153 -2.3336
H -3.1149 -1.3600 -0.4786
Cl -0.6863 -5.1809 0.4207
C -1.0984 -3.9054 1.6016
Cl -2.0515 -4.4688 3.1291
C -1.8545 -2.7221 0.9355
O -2.9758 -2.9995 0.5050
O -1.1449 -1.6976 0.8290
H -0.1770 -3.6043 2.0344
*
```

Calculated values
E_LUMO = 4.043 eV
HOMO = -1.2 eV



Model two:
A structure of composition C20H12Cl2LuN3O9S. Source: the OMol25 dataset; level of theory: wB97M-V/def2-TZVPD.

Geometry as ORCA input:
```
! wB97M-V def2-TZVPD RIJCOSX def2/J DEFGRID3
* xyz -2 1
Lu 11.9045 10.0355 8.5737
O 5.6343 10.3548 8.5261
C 6.9311 9.9793 8.6551
C 7.5864 9.7778 9.8552
C 8.9436 9.4453 9.7516
N 9.5948 9.4939 8.6101
C 8.9376 9.4800 7.4631
C 7.5808 9.7182 7.4310
C 9.7971 9.2180 6.2807
O 9.3110 9.1058 5.1440
O 11.0703 9.1653 6.6247
C 9.8288 9.1660 10.8936
O 9.3362 9.1570 12.0357
O 11.0986 9.0461 10.5294
H 5.1979 10.5442 9.3581
H 7.1341 9.9440 10.8323
H 7.0379 9.7942 6.4782
O 14.1509 11.4124 11.9817
C 13.3189 11.2864 11.0539
O 13.5265 10.6849 9.8913
C 11.9908 11.8729 11.3016
C 11.6030 12.4157 12.5517
C 10.3257 12.9687 12.6596
C 9.5079 13.0671 11.5170
C 10.0155 12.5864 10.3179
N 11.1642 11.8944 10.2923
H 12.2714 12.3383 13.4023
H 9.9707 13.3207 13.6260
H 8.5264 13.5383 11.5722
H 9.5027 12.7115 9.3548
S 14.3169 9.7948 6.9486
C 14.1850 8.2692 7.6399
C 15.1346 7.2397 7.3293
C 15.0698 6.0077 7.9372
C 14.0306 5.7288 8.8879
C 13.1204 6.7529 9.1268
N 13.1993 7.9604 8.5332
H 15.8868 7.4589 6.5945
H 15.7999 5.2315 7.7393
H 14.0014 4.7537 9.4117
H 12.3074 6.6734 9.8545
Cl 11.1328 14.3813 5.2478
C 10.3868 12.7400 5.4311
Cl 8.8623 12.5612 4.4524
C 10.2958 12.3150 6.8929
O 9.2138 12.4971 7.4934
O 11.3844 11.7733 7.3980
H 11.1020 12.0878 4.9296
*
```

Calculated values
E_LUMO = 4.210 eV
HOMO = -1.9 eV



In terms of stability, model two leads; the second structure lies 38.8 kJ/mol higher.



Model one:
A cluster of 2 separate species, C9H13N4 in total. Source: the OMol25 dataset; level of theory: wB97M-V/def2-TZVPD.

Geometry as ORCA input:
```
! wB97M-V def2-TZVPD RIJCOSX def2/J DEFGRID3
* xyz 1 1
C -1.9466 0.7559 2.8842
C -2.3755 1.2894 1.6863
C -0.7302 0.1590 3.0417
C -1.7155 0.9491 0.5351
C 0.0400 -0.0187 1.9639
C -0.5161 0.3202 0.7271
C 2.2534 0.5890 -1.7624
C 1.4963 0.8422 -0.5846
C 2.1301 -0.3563 -2.6632
N 0.3420 0.1863 -0.4249
N 1.8402 1.8467 0.1900
N 1.7109 -0.9455 -3.6148
N 0.0887 -2.4427 -1.0181
H -2.4897 0.9498 3.7370
H -3.3329 1.8978 1.7234
H -0.6729 -0.1793 4.0498
H -2.1001 1.0441 -0.4947
H 0.9566 -0.5794 1.9659
H 3.2274 0.9980 -1.8243
H -0.0398 -2.9746 -0.1685
H 2.7746 2.2119 0.1406
H 1.2520 1.9940 1.0551
H 0.9672 -2.7724 -1.5221
H 1.5658 -1.8783 -3.8493
H 0.2327 -0.6919 -0.9822
H -0.6610 -2.7228 -1.6339
*
```

Calculated values
E_LUMO = -3.089 eV
HOMO = -12.6 eV



Model two:
A cluster of 2 separate species, C9H13N4 in total. Source: the OMol25 dataset; level of theory: wB97M-V/def2-TZVPD.

Geometry as ORCA input:
```
! wB97M-V def2-TZVPD RIJCOSX def2/J DEFGRID3
* xyz 1 1
C 2.5688 -1.8136 0.3478
C 3.0928 -0.5538 0.5701
C 0.8732 -0.5012 0.6066
C -3.0119 1.2702 0.5428
C -2.0245 1.8593 1.2194
C -2.8557 -0.1661 0.0420
C -0.7712 1.2415 1.3536
C -1.3779 -0.5555 -0.1697
C -0.4149 0.0680 0.6250
N 1.2051 -1.7433 0.2865
N 2.0238 0.2573 0.8397
N 1.5499 0.7223 -2.1994
N -1.1888 -1.5897 -0.9746
H 3.0814 -2.7596 0.2458
H 4.1773 -0.3065 0.4839
H -3.9825 1.7595 0.4518
H -2.0049 2.8799 1.7238
H -3.5480 -0.3214 -0.8195
H -0.0131 1.7396 2.0245
H -3.1682 -0.8084 0.8430
H 2.0421 1.1559 1.1918
H -1.8546 -2.0332 -1.5937
H 1.8293 1.2925 -2.9946
H -0.2514 -2.0054 -0.9768
H 2.0637 -0.1586 -2.2973
H 1.9601 1.0703 -1.3723
*
```

Calculated values
E_LUMO (alpha / beta) = -5.152 / -5.151 eV
HOMO (alpha / beta) = -11.8 / -11.8 eV



In terms of stability, model two leads; the second structure lies 38.2 kJ/mol higher.



Model one:
An isolated molecule of C3H3BrO. Source: the OMol25 dataset; level of theory: wB97M-V/def2-TZVPD.

Geometry as ORCA input:
```
! wB97M-V def2-TZVPD RIJCOSX def2/J DEFGRID3
* xyz 0 1
C 1.2208 0.1969 -0.0422
C -0.2184 -0.3045 0.0045
C -1.4915 -0.1178 -0.3857
Br -3.1257 0.4952 0.0688
O -0.8488 -1.4016 0.4779
H 1.1436 1.2214 0.2380
H 1.5751 0.3184 -1.0750
H 1.7449 -0.4080 0.7136
*
```

Calculated values
E_LUMO = 0.386 eV
SMILES = CC1=C(Br)O1
HOMO = -8.0 eV



Model two:
A structure of composition C3H3BrO. Source: the OMol25 dataset; level of theory: wB97M-V/def2-TZVPD.

Geometry as ORCA input:
```
! wB97M-V def2-TZVPD RIJCOSX def2/J DEFGRID3
* xyz 0 1
C 1.2053 -0.5206 0.4820
C 0.4661 0.0084 -0.4681
C -1.4308 0.6060 -0.2898
O -1.5661 1.7578 -0.3570
Br -2.8545 -0.6183 0.1403
H 2.2719 -0.7693 0.3664
H 1.0194 -0.8305 1.4828
H 0.8886 0.3665 -1.3568
*
```

Calculated values
E_LUMO = 0.246 eV
HOMO = -9.9 eV



Model three:
A cluster of 2 separate species, C3H3BrO in total. Source: the OMol25 dataset; level of theory: wB97M-V/def2-TZVPD.

Geometry as ORCA input:
```
! wB97M-V def2-TZVPD RIJCOSX def2/J DEFGRID3
* xyz 0 1
C -0.3316 1.3047 -0.1936
C -1.1462 0.4502 0.0361
C -1.5296 -0.8759 0.3765
O -0.7802 -1.8270 0.2729
H 0.0268 2.1702 -0.7041
H -2.6050 -0.8261 0.6413
Br 3.2481 0.5060 -0.0130
H 3.1177 -0.9022 -0.4162
*
```

Calculated values
E_LUMO = -0.256 eV
SMILES = C#CC=O.Br
HOMO = -10.6 eV



In terms of stability, model two leads; the second structure lies 40.4 kJ/mol higher.



Model one:
A structure of composition C4H6O4S2. Source: the OMol25 dataset; level of theory: wB97M-V/def2-TZVPD.

Geometry as ORCA input:
```
! wB97M-V def2-TZVPD RIJCOSX def2/J DEFGRID3
* xyz 0 1
C -2.8714 0.2944 -0.2035
C -1.7661 0.5979 0.6529
C 2.0456 -1.0636 -0.4861
C 1.9960 0.5250 -0.2803
H -2.5797 -1.6389 0.2863
H -1.2436 1.5993 0.3586
H -2.0449 0.8278 1.6366
H 2.2703 -1.2295 -1.8282
H 2.9766 -1.5234 0.3036
H 3.5517 1.8182 0.6682
O -3.1178 -1.0326 -0.3074
O -3.2718 1.1961 -0.9675
O 3.2467 0.8884 0.0046
O 0.9726 1.2088 -0.3410
S -0.5257 -0.7117 0.9904
S 0.3613 -1.7562 -0.4875
*
```

Calculated values
E_LUMO = -0.220 eV
HOMO = -9.2 eV



Model two:
An isolated molecule of C4H6O4S2. Source: the OMol25 dataset; level of theory: wB97M-V/def2-TZVPD.

Geometry as ORCA input:
```
! wB97M-V def2-TZVPD RIJCOSX def2/J DEFGRID3
* xyz 0 1
C 2.1786 -2.1545 0.3833
C 0.7321 -0.2175 0.0577
C 1.2674 -1.5668 -0.3195
C 0.7969 0.7593 -1.2128
O 2.9348 -2.5568 1.1702
O -0.6061 -0.4331 0.4450
O -1.7377 2.1317 1.6175
O -2.5120 1.0398 1.0249
S -3.0856 -1.0991 -0.4858
S -1.8158 0.3051 -0.2839
H 1.2507 0.3170 0.8602
H 0.6736 -2.1737 -1.0465
H 0.4142 1.7734 -0.9343
H -0.0252 0.2945 -1.9232
H 1.7927 0.7979 -1.4545
H -2.2586 2.7827 2.1018
*
```

Calculated values
E_LUMO = 0.257 eV
HOMO = -9.1 eV



In terms of stability, model one leads; the second structure lies 280.8 kJ/mol higher.